(1)
Here is a molecular structure, C31H21ClF3N2O6S2Tl from the Open Molecules 2025 dataset. Energies are from the ωB97M-V functional and the def2-TZVPD basis.

- HOMO energy (Eh) = -0.103
- electronic energy (eV) = -94795.7270
- charge = -2
- HOMO-LUMO gap (eV) = 6.8
- ΔE to the lowest compared entry with this formula, charge and spin (kJ/mol) = 76.2

Each line ends with the Löwdin charge.
CARTESIAN COORDINATES (ANGSTROEM)
Tl  0.322  0.504  0.386  0.973
C  -4.691  -4.621  -3.677  -0.071
C  -4.061  -3.842  -2.552  -0.292
C  -4.462  -4.038  -1.236  -0.054
C  -3.907  -3.292  -0.203  -0.074
C  -2.933  -2.351  -0.485  -0.339
C  -2.525  -2.133  -1.793  -0.053
C  -3.086  -2.882  -2.813  -0.041
S  -2.279  -1.356  0.875  0.970
O  -2.609  -2.163  2.080  -0.478
O  -4.406  0.845  0.153  0.007
N  -0.633  -1.460  0.458  -0.275
C  0.046  -2.622  0.826  -0.254
C  -0.574  -3.834  1.069  -0.026
C  0.151  -4.975  1.462  -0.083
C  1.507  -4.962  1.610  -0.075
C  2.197  -3.761  1.323  -0.167
C  3.602  -3.643  1.408  -0.032
C  4.213  -2.470  1.079  -0.055
C  3.414  -1.390  0.649  -0.136
N  2.112  -1.467  0.573  0.067
C  1.482  -2.615  0.918  -0.152
H  -5.046  -5.594  -3.336  0.066
H  -3.982  -4.785  -4.490  0.068
H  -5.547  -4.085  -4.095  0.075
H  -5.220  -4.782  -1.014  0.101
H  -4.210  -3.436  0.826  0.106
H  -1.780  -1.380  -2.006  0.107
H  -2.763  -2.712  -3.835  0.107
H  -1.645  -3.912  0.992  0.078
H  -0.403  -5.886  1.660  0.098
H  2.060  -5.839  1.923  0.095
H  4.178  -4.503  1.734  0.106
H  5.286  -2.350  1.143  0.095
H  3.847  -0.438  0.366  0.056
O  0.570  2.227  4.158  0.041
C  1.122  1.691  3.211  -0.602
O  0.623  0.714  2.528  -0.136
C  2.564  2.097  2.903  -0.125
C  3.284  2.512  4.028  -0.048
C  4.611  2.891  3.972  -0.118
C  5.253  2.878  2.738  -0.126
C  4.558  2.486  1.612  -0.163
C  3.207  2.087  1.651  -0.556
S  2.549  1.741  0.044  0.708
H  2.743  2.529  4.965  0.107
H  5.134  3.198  4.870  0.084
H  6.292  3.175  2.651  0.086
H  5.054  2.489  0.649  0.080
F  -3.439  2.740  -0.560  0.018
C  -3.370  1.449  -0.023  -0.853
F  -2.519  1.631  1.089  -0.019
F  -2.439  0.817  -0.965  -0.080
Cl  -0.576  8.346  -3.333  0.589
C  -0.417  6.675  -2.805  -0.668
C  0.207  5.765  -3.640  -0.118
C  0.326  4.450  -3.217  -0.012
C  -0.163  4.057  -1.979  -0.106
C  -0.788  4.988  -1.159  0.010
C  -0.920  6.306  -1.570  -0.102
C  -0.006  2.623  -1.545  -0.676
O  0.463  1.791  -2.321  -0.010
O  -0.390  2.392  -0.351  -0.161
H  0.588  6.085  -4.601  0.093
H  0.806  3.703  -3.834  0.116
H  -1.176  4.657  -0.205  0.128
H  -1.407  7.040  -0.942  0.099

=====

(2)
Here is a molecular structure, C31H22AuCl8O2P2Si in a non-equilibrium geometry from the Open Molecules 2025 dataset. Energies are from the ωB97M-V functional and the def2-TZVPD basis.

- HOMO energy (Eh) = -0.417
- electronic energy (eV) = -166928.2264
- charge = +1
- HOMO-LUMO gap (eV) = 7.5
- ΔE to the lowest compared entry with this formula, charge and spin (kJ/mol) = 19.5

Each line ends with the Löwdin charge.
CARTESIAN COORDINATES (ANGSTROEM)
Au  0.938  1.768  -1.043  0.988
O  -0.275  0.904  0.711  -0.426
P  0.036  -0.381  1.434  0.769
C  -0.293  -1.818  0.336  -0.267
P  -0.208  -1.294  -1.409  0.783
O  0.935  -0.326  -1.632  -0.471
C  -1.831  -0.647  -1.830  -0.276
C  -2.969  -1.394  -1.523  -0.079
C  -4.220  -0.926  -1.884  -0.059
C  -4.341  0.279  -2.566  -0.053
C  -3.211  1.012  -2.892  -0.066
C  -1.956  0.548  -2.528  -0.104
C  0.061  -2.770  -2.387  -0.276
C  0.727  -2.616  -3.602  -0.059
C  0.952  -3.723  -4.405  -0.055
C  0.515  -4.975  -3.996  -0.057
C  -0.155  -5.127  -2.790  -0.063
C  -0.384  -4.026  -1.981  -0.079
C  1.744  -0.541  1.952  -0.297
C  2.258  -1.756  2.406  -0.089
C  3.584  -1.835  2.798  -0.059
C  4.396  -0.709  2.738  -0.052
C  3.883  0.503  2.303  -0.062
C  2.554  0.590  1.915  -0.086
C  -1.036  -0.581  2.856  -0.276
C  -2.410  -0.481  2.621  -0.076
C  -3.296  -0.590  3.678  -0.060
C  -2.813  -0.794  4.966  -0.058
C  -1.450  -0.888  5.200  -0.059
C  -0.554  -0.778  4.145  -0.060
H  -1.277  -2.232  0.558  0.067
H  0.463  -2.587  0.505  0.073
H  -2.883  -2.345  -1.009  0.104
H  -5.102  -1.503  -1.642  0.113
H  -5.320  0.639  -2.853  0.115
H  -3.304  1.945  -3.433  0.115
H  -1.075  1.115  -2.800  0.038
H  1.072  -1.634  -3.902  0.097
H  1.471  -3.609  -5.347  0.114
H  0.702  -5.840  -4.619  0.114
H  -0.497  -6.105  -2.480  0.113
H  -0.904  -4.151  -1.039  0.103
H  1.629  -2.637  2.462  0.113
H  3.987  -2.775  3.150  0.113
H  5.433  -0.779  3.039  0.115
H  4.511  1.384  2.272  0.100
H  2.137  1.538  1.603  0.064
H  -2.773  -0.295  1.615  0.108
H  -4.361  -0.512  3.503  0.112
H  -3.507  -0.871  5.793  0.113
H  -1.083  -1.041  6.205  0.113
H  0.511  -0.835  4.327  0.105
Cl  1.011  1.621  -4.661  0.335
Si  2.091  2.256  -3.072  -0.806
Cl  2.348  4.269  -3.213  0.335
Cl  3.858  1.286  -3.061  0.323
Cl  -1.752  3.565  -0.625  0.720
C  -0.297  4.310  -0.086  -0.702
C  0.903  3.631  -0.194  -0.377
C  2.085  4.246  0.195  -0.727
Cl  3.581  3.391  0.076  0.696
C  2.078  5.544  0.701  -0.705
Cl  3.537  6.304  1.171  0.721
C  0.862  6.222  0.816  -0.695
Cl  0.834  7.819  1.429  0.724
C  -0.329  5.605  0.432  -0.701
Cl  -1.818  6.434  0.588  0.720